Entry 1:
{"formula": "C25H28N5RhS6", "method": "ωB97M-V/def2-TZVPD", "species": ["Rh", "C", "N", "C", "C", "C", "C", "C", "C", "C", "N", "C", "C", "C", "C", "C", "C", "N", "C", "C", "H", "H", "H", "H", "H", "H", "H", "H", "H", "H", "H", "H", "H", "H", "H", "H", "H", "H", "H", "H", "S", "C", "S", "C", "C", "S", "S", "S", "C", "C", "C", "C", "N", "C", "S", "N", "C", "H", "H", "H", "H", "H", "H", "H", "H"], "xyz": [[-0.307, -0.413, -1.186], [-2.262, -2.837, 0.270], [-1.064, -2.051, 0.563], [0.078, -2.921, 0.842], [-1.327, -1.091, 1.605], [-1.200, -1.409, 2.946], [-1.370, -0.445, 3.932], [-1.629, 0.865, 3.552], [-1.781, 1.193, 2.215], [-1.700, 0.217, 1.204], [-1.799, 0.480, -0.151], [-2.336, 1.671, -0.626], [-3.450, 2.285, -0.029], [-3.906, 3.520, -0.444], [-3.260, 4.186, -1.476], [-2.213, 3.561, -2.132], [-1.775, 2.297, -1.763], [-0.834, 1.566, -2.594], [-1.539, 1.179, -3.826], [0.372, 2.317, -2.953], [-2.559, -3.444, 1.136], [-3.083, -2.170, 0.007], [-2.072, -3.496, -0.576], [-0.141, -3.670, 1.615], [0.349, -3.443, -0.076], [0.925, -2.314, 1.161], [-0.956, -2.426, 3.231], [-1.290, -0.711, 4.978], [-1.709, 1.643, 4.301], [-1.907, 2.227, 1.933], [-3.951, 1.760, 0.773], [-4.762, 3.967, 0.045], [-3.596, 5.162, -1.800], [-1.743, 4.061, -2.970], [-1.804, 2.064, -4.419], [-0.894, 0.538, -4.428], [-2.449, 0.636, -3.584], [0.144, 3.202, -3.559], [0.902, 2.623, -2.055], [1.022, 1.666, -3.539], [1.318, -3.451, -7.623], [0.962, -2.896, -6.132], [-0.650, -2.910, -5.473], [-0.281, -2.176, -3.929], [1.055, -1.847, -3.719], [1.678, -1.180, -2.296], [2.140, -2.222, -5.040], [-1.518, -1.909, -2.812], [2.229, -0.384, 4.872], [2.735, -0.261, 3.474], [4.029, -0.463, 3.105], [4.388, -0.268, 1.747], [3.510, 0.162, 0.862], [2.251, 0.404, 1.228], [1.110, 1.114, 0.212], [1.840, 0.091, 2.518], [5.776, -0.502, 1.254], [3.031, -0.698, 5.535], [1.416, -1.107, 4.935], [1.850, 0.579, 5.218], [4.767, -0.749, 3.839], [0.884, 0.326, 2.766], [6.507, -0.462, 2.060], [6.013, 0.244, 0.498], [5.834, -1.482, 0.777]], "forces_ev_per_angstrom": [[-0.7, -0.2, -0.1], [-0.1, 0.0, -0.1], [0.3, 0.1, 0.3], [-0.1, -0.1, 0.0], [-0.1, 0.2, -0.1], [0.0, 0.0, 0.0], [0.0, 0.0, 0.1], [0.0, 0.0, 0.0], [0.1, -0.1, -0.2], [-0.2, 0.2, 0.1], [-0.3, -0.1, 0.3], [-0.1, 0.3, 0.0], [0.2, -0.1, -0.1], [0.0, 0.0, 0.0], [0.0, 0.0, 0.0], [-0.1, 0.0, -0.1], [-0.1, -0.1, 0.2], [0.0, 0.0, 0.1], [0.1, 0.0, -0.1], [0.0, 0.1, 0.0], [0.0, 0.0, 0.0], [0.0, 0.0, 0.0], [0.0, 0.0, 0.0], [0.0, 0.0, 0.0], [0.0, 0.0, 0.0], [0.0, 0.0, 0.0], [0.0, 0.0, 0.0], [0.0, 0.0, 0.0], [0.0, 0.0, 0.0], [-0.1, 0.0, 0.0], [0.0, 0.0, 0.1], [0.0, 0.0, 0.0], [0.0, 0.0, 0.0], [0.0, 0.0, 0.0], [0.0, 0.0, 0.0], [0.0, 0.0, 0.0], [0.0, 0.0, 0.0], [0.0, 0.0, 0.0], [0.0, 0.0, 0.0], [0.0, 0.0, 0.1], [0.0, 0.0, 0.0], [0.0, 0.0, 0.0], [0.2, 0.1, 0.1], [-0.6, -0.1, 0.1], [0.5, 0.1, 0.2], [0.6, -0.2, -0.6], [-0.2, -0.1, 0.0], [0.1, -0.3, -0.5], [0.0, -0.1, 0.1], [-0.4, -0.1, 0.0], [0.4, -0.1, -0.1], [-0.5, 0.1, 0.2], [0.6, -0.2, -0.1], [-1.0, 0.1, 0.1], [0.6, 0.4, 0.2], [0.8, 0.3, -0.1], [0.1, 0.0, 0.0], [0.0, 0.0, 0.0], [0.0, 0.0, -0.1], [0.0, 0.0, 0.0], [0.0, 0.0, 0.0], [-0.1, -0.1, 0.0], [0.0, 0.0, 0.0], [0.0, 0.0, 0.0], [0.0, 0.0, 0.0]], "homo_lumo_gap_ev": [5.702, 5.479], "energy_ev": -101849.031, "e_lumo_ev": [-0.360, -1.791], "homo_ha": [-0.2228, -0.2672], "multiplicity": 5}



Entry 2:
{"formula": "C25H28O4", "method": "ωB97M-V/def2-TZVPD", "species": ["C", "C", "C", "C", "C", "C", "C", "C", "C", "C", "C", "C", "O", "C", "C", "C", "C", "O", "C", "C", "C", "C", "C", "C", "O", "C", "C", "C", "O", "H", "H", "H", "H", "H", "H", "H", "H", "H", "H", "H", "H", "H", "H", "H", "H", "H", "H", "H", "H", "H", "H", "H", "H", "H", "H", "H", "H"], "xyz": [[0.619, 1.298, -1.163], [1.048, 2.290, -0.116], [0.009, 2.632, 0.909], [2.246, 2.861, -0.100], [3.353, 2.666, -1.088], [4.589, 2.016, -0.436], [4.400, 0.536, -0.264], [4.610, -0.296, -1.499], [4.062, 0.017, 0.911], [3.829, -1.447, 1.181], [2.497, -1.892, 0.623], [2.354, -2.800, -0.420], [3.400, -3.403, -1.032], [1.079, -3.152, -0.882], [-0.038, -2.579, -0.338], [0.057, -1.653, 0.710], [-1.106, -0.976, 1.284], [-1.023, -0.351, 2.353], [-2.366, -0.986, 0.540], [-3.469, -0.439, 1.078], [-4.780, -0.335, 0.483], [-5.811, 0.258, 1.220], [-7.082, 0.382, 0.701], [-7.362, -0.088, -0.579], [-8.594, 0.009, -1.133], [-6.345, -0.680, -1.328], [-5.079, -0.800, -0.803], [1.345, -1.349, 1.214], [1.519, -0.541, 2.260], [-0.373, 0.915, -0.938], [1.308, 0.456, -1.202], [0.590, 1.761, -2.149], [-0.311, 1.743, 1.450], [-0.871, 3.051, 0.420], [0.387, 3.355, 1.627], [2.480, 3.559, 0.694], [3.023, 2.059, -1.930], [3.644, 3.649, -1.472], [4.767, 2.489, 0.532], [5.462, 2.195, -1.069], [3.712, -0.856, -1.754], [4.868, 0.332, -2.348], [5.424, -1.007, -1.350], [3.903, 0.674, 1.752], [3.812, -1.603, 2.261], [4.655, -2.036, 0.770], [4.232, -3.074, -0.667], [1.012, -3.878, -1.675], [-1.004, -2.881, -0.707], [-2.368, -1.405, -0.451], [-3.372, -0.030, 2.077], [-5.605, 0.626, 2.214], [-7.866, 0.843, 1.286], [-9.204, 0.436, -0.518], [-6.577, -1.038, -2.318], [-4.308, -1.261, -1.401], [0.618, -0.276, 2.579]], "forces_ev_per_angstrom": [[0.1, 0.1, 0.0], [-0.1, 0.1, 0.1], [0.2, 0.0, 0.0], [0.1, 0.0, -0.1], [0.1, 0.1, 0.1], [-0.2, 0.0, -0.1], [0.2, 0.1, 0.1], [-0.1, 0.0, 0.1], [0.2, 0.0, 0.0], [-0.2, 0.1, -0.1], [0.2, -0.1, 0.1], [-0.4, 0.2, 0.3], [0.1, 0.0, 0.0], [0.1, -0.1, -0.2], [0.2, 0.1, 0.1], [0.2, 0.1, 0.3], [0.1, 0.0, 0.2], [0.1, -0.1, -0.1], [-0.6, 0.2, 0.1], [0.7, -0.2, 0.0], [-0.5, 0.1, -0.2], [0.3, -0.1, -0.2], [-0.3, 0.0, -0.2], [0.3, 0.0, 0.3], [-0.2, 0.0, -0.1], [-0.3, 0.0, -0.1], [0.0, 0.1, 0.2], [-0.3, -0.4, -0.3], [0.0, 0.2, 0.1], [-0.1, -0.1, 0.0], [0.0, -0.1, -0.1], [0.0, 0.0, -0.1], [-0.1, -0.1, 0.0], [-0.1, 0.0, 0.0], [0.0, 0.1, 0.1], [-0.1, 0.1, 0.2], [0.0, 0.0, -0.1], [0.0, 0.0, -0.1], [0.1, 0.0, 0.0], [0.1, 0.0, 0.1], [0.0, -0.1, -0.1], [0.0, 0.0, -0.1], [0.1, -0.1, -0.1], [0.0, 0.2, 0.1], [0.1, -0.1, -0.1], [0.0, 0.0, 0.1], [-0.2, 0.0, -0.1], [0.0, -0.1, -0.1], [-0.1, 0.0, -0.1], [-0.1, -0.1, -0.1], [0.1, 0.0, 0.1], [0.0, 0.0, 0.1], [-0.1, 0.0, 0.0], [0.1, -0.1, -0.1], [0.0, 0.0, -0.1], [0.1, -0.1, -0.1], [0.1, -0.2, -0.1]], "homo_lumo_gap_ev": 7.864, "energy_ev": -34569.025, "e_lumo_ev": -0.417, "homo_ha": -0.3043, "smiles": "CC(C)=CCC/C(C)=C/Cc1c(O)ccc(C(=O)/C=C/c2ccc(O)cc2)c1O", "multiplicity": 1, "relative_energy_ev": 0.088}



Entry 3:
{"formula": "C25H29B2Cl4O3S", "method": "ωB97M-V/def2-TZVPD", "species": ["Cl", "B", "Cl", "Cl", "O", "C", "C", "C", "C", "C", "Cl", "C", "C", "H", "H", "H", "H", "H", "C", "C", "C", "C", "C", "B", "C", "C", "C", "C", "C", "S", "O", "C", "C", "C", "C", "C", "C", "O", "C", "C", "H", "H", "H", "H", "H", "H", "H", "H", "H", "H", "H", "H", "H", "H", "H", "H", "H", "H", "H", "H", "H", "H", "H", "H"], "xyz": [[-0.254, -4.554, -2.460], [-1.650, -3.444, -1.884], [-2.682, -2.847, -3.294], [-2.812, -4.428, -0.744], [-1.088, -2.411, -1.088], [-1.069, -1.005, -1.237], [-0.402, -0.649, -2.561], [-1.025, 0.320, -3.353], [-0.801, 0.399, -4.728], [0.041, -0.547, -5.334], [0.125, -0.647, -7.047], [0.784, -1.435, -4.541], [0.573, -1.458, -3.158], [-2.075, -0.526, -1.311], [-1.743, 0.988, -2.874], [-1.329, 1.134, -5.334], [1.459, -2.150, -5.013], [1.148, -2.147, -2.539], [2.993, 2.657, -3.516], [2.209, 2.005, -2.437], [0.977, 2.561, -2.064], [0.321, 2.065, -0.959], [1.084, 1.243, -0.105], [-0.836, -0.659, 0.260], [1.165, 1.584, 1.261], [0.406, 2.522, 1.957], [0.931, 2.817, 3.236], [2.049, 2.040, 3.527], [2.860, 2.096, 4.753], [2.467, 0.961, 2.253], [-1.679, 0.227, 0.892], [-2.098, -0.609, 2.019], [-2.502, 0.358, 3.106], [-3.315, -1.368, 1.486], [-0.821, -1.539, 2.301], [-0.028, -1.127, 3.522], [-1.098, -3.035, 2.307], [0.012, -1.321, 1.112], [2.059, 0.385, -0.668], [2.701, 0.854, -1.793], [3.959, 2.161, -3.637], [2.435, 2.608, -4.459], [3.165, 3.716, -3.288], [0.565, 3.391, -2.639], [-0.690, 2.340, -0.675], [-0.451, 2.998, 1.491], [0.527, 3.565, 3.925], [2.548, 2.959, 5.349], [2.710, 1.167, 5.317], [3.924, 2.184, 4.500], [-2.810, -0.223, 3.982], [-1.693, 1.050, 3.372], [-3.350, 0.945, 2.727], [-3.813, -1.941, 2.273], [-3.999, -0.614, 1.073], [-3.057, -2.062, 0.669], [-0.605, -1.316, 4.436], [0.897, -1.712, 3.585], [0.231, -0.064, 3.480], [-1.801, -3.311, 3.103], [-1.493, -3.373, 1.337], [-0.159, -3.575, 2.479], [2.283, -0.572, -0.199], [3.618, 0.372, -2.151]], "forces_ev_per_angstrom": [[0.0, -0.4, -0.1], [-0.1, 0.3, 0.4], [-0.1, 0.1, -0.4], [-0.1, -0.4, 0.1], [-0.1, -0.1, 0.2], [-0.2, 0.0, -1.1], [-0.2, 0.2, -0.3], [0.3, -0.1, -0.3], [0.2, -0.3, 0.1], [0.0, 0.1, 1.6], [0.1, 0.1, -0.6], [-0.4, 0.4, 0.0], [0.1, 0.2, 0.0], [0.1, -0.8, -0.4], [0.0, -0.2, -0.3], [0.1, -0.2, 0.1], [-0.2, 0.2, 0.2], [-0.4, 0.0, -0.2], [0.1, 0.1, -0.5], [0.3, 0.0, 0.5], [0.1, -0.7, -0.5], [0.7, 0.2, 0.3], [-0.1, -0.8, -1.5], [1.8, 1.1, -0.3], [-1.1, 0.0, 2.5], [0.7, -0.6, -0.8], [0.8, -0.9, 0.3], [-1.1, 0.8, -0.5], [0.3, -0.2, 0.4], [-0.7, 1.0, -0.2], [-0.4, -0.8, 0.4], [0.1, 0.4, -0.4], [-0.1, -0.2, 0.3], [0.0, -0.2, 0.0], [0.3, 0.1, -0.4], [0.0, 0.2, 0.2], [-0.3, -0.2, -0.1], [-0.8, -0.3, 0.5], [-0.2, 0.7, 0.1], [-0.3, 0.2, -0.7], [-0.1, 0.1, -0.1], [0.3, 0.0, 0.0], [0.0, -0.1, -0.1], [-0.1, -0.4, 0.0], [0.3, 0.6, 0.2], [0.2, 0.0, 0.2], [0.2, -0.3, -0.3], [0.2, -0.2, 0.1], [0.2, 0.2, 0.2], [-0.1, 0.0, 0.3], [-0.1, 0.3, 0.1], [-0.1, -0.3, 0.0], [0.2, -0.2, 0.2], [0.0, 0.1, -0.1], [0.0, -0.2, 0.2], [0.0, 0.2, 0.3], [0.1, 0.0, -0.1], [-0.1, 0.1, -0.1], [0.0, -0.2, 0.1], [0.1, 0.0, -0.1], [0.1, 0.1, 0.4], [-0.1, 0.2, 0.0], [0.4, 0.5, 0.3], [-0.5, 0.0, -0.1]], "homo_lumo_gap_ev": 7.197, "energy_ev": -94823.722, "e_lumo_ev": 2.141, "homo_ha": -0.1858, "charge": -1, "multiplicity": 1, "relative_energy_ev": 0.000}